Below is a single C4H6N2O molecule, with properties calculated with the ωB97M-V functional and the def2-TZVPD basis.

Results
- Gap between HOMO and LUMO (alpha / beta): 8.295 / 8.872 eV
- ΔE to the lowest compared entry with this formula, charge and spin: 529.92 kJ/mol

Each line ends with the Mulliken charge.
Atoms and positions in Å:
C (-0.347, 1.059, 0.710)  -0.2076
N (1.757, 0.333, -0.179)  -0.4759
O (1.692, -0.853, 0.420)  -0.0517
H (0.422, -2.416, 0.685)  0.4037
H (-1.289, -0.771, -0.708)  0.2942
H (0.403, 1.308, -1.434)  0.4229
C (-0.211, -0.814, -0.870)  -0.4741
H (-0.008, -1.285, -1.837)  0.2953
N (-1.599, 0.970, 0.786)  -0.5349
C (0.427, 0.561, -0.641)  -0.0491
H (-2.029, 1.577, 1.481)  0.2556
C (0.512, -1.419, 0.290)  -0.2759
H (0.269, 1.751, 1.297)  0.3975



Below is a single C4H6N2O molecule, with properties calculated with the ωB97M-V functional and the def2-TZVPD basis.

Results
- Gap between HOMO and LUMO: 8.927 eV
- ΔE to the lowest compared entry with this formula, charge and spin: 101.25 kJ/mol
- Structure (SMILES): Cc1cnc(N)o1

Each line ends with the Mulliken charge.
Atoms and positions in Å:
N (-0.251, 1.893, -1.976)  -0.4313
H (-1.000, 1.828, -2.642)  0.2441
H (0.853, -2.468, 0.581)  0.2263
N (0.583, 1.463, 0.138)  -0.6305
C (-0.218, -0.617, 0.480)  0.4196
H (1.063, 0.393, 1.922)  0.3802
O (-0.659, -0.156, -0.795)  -0.3985
C (0.516, 0.390, 0.990)  -0.1767
H (-0.865, -2.769, 0.911)  0.3287
C (-0.068, -2.024, 0.982)  -0.9901
H (0.093, 2.821, -1.765)  0.2592
C (-0.127, 1.084, -0.879)  0.4705
H (0.081, -1.838, 2.052)  0.2986



Below is a single C4H6N2O molecule, with properties calculated with the ωB97M-V functional and the def2-TZVPD basis.

Results
- Gap between HOMO and LUMO: 10.448 eV
- ΔE to the lowest compared entry with this formula, charge and spin: 164.30 kJ/mol
- Structure (SMILES): O=C=NC1CNC1

Each line ends with the Mulliken charge.
Atoms and positions in Å:
N (0.021, -0.029, 1.192)  -0.4217
C (-1.124, -0.289, 0.297)  -0.6520
C (-0.287, 0.344, -0.829)  0.1532
H (-2.008, 0.332, 0.523)  0.3135
C (1.304, -1.479, -0.929)  0.7333
H (-0.018, 2.068, 0.559)  0.3104
H (1.510, 1.213, 0.161)  0.3109
N (0.602, -0.628, -1.439)  -0.5526
H (-0.800, 0.904, -1.616)  0.4106
H (-1.421, -1.339, 0.187)  0.3049
H (-0.212, 0.164, 2.159)  0.2347
C (0.435, 1.087, 0.327)  -0.6770
O (2.005, -2.339, -0.543)  -0.4681



Below is a single C4H6N2O molecule, with properties calculated with the ωB97M-V functional and the def2-TZVPD basis.

Results
- Gap between HOMO and LUMO: 8.921 eV
- ΔE to the lowest compared entry with this formula, charge and spin: 186.02 kJ/mol
- Structure (SMILES): COc1ncc[nH]1

Each line ends with the Mulliken charge.
Atoms and positions in Å:
H (1.077, 0.975, 2.981)  0.2321
C (-1.255, -0.370, -1.716)  -0.2220
C (1.231, 0.495, 1.997)  -0.6061
H (0.391, -1.950, -2.237)  0.3116
C (-0.086, 0.269, 0.000)  0.4828
H (-2.152, -0.548, -2.399)  0.3011
H (-1.873, 1.338, -0.569)  0.3160
N (-1.258, 0.390, -0.639)  -0.0902
C (-0.038, -1.032, -1.707)  -0.2987
H (2.185, 0.748, 1.421)  0.2680
H (1.058, -0.558, 2.267)  0.2937
O (0.095, 0.862, 1.196)  -0.4183
N (0.626, -0.619, -0.596)  -0.5699



Below is a single C4H6N2O molecule, with properties calculated with the ωB97M-V functional and the def2-TZVPD basis.

Results
- Gap between HOMO and LUMO (alpha / beta): 7.818 / 7.153 eV
- ΔE to the lowest compared entry with this formula, charge and spin: 449.60 kJ/mol

Each line ends with the Mulliken charge.
Atoms and positions in Å:
H (0.065, 2.364, 0.786)  0.2921
N (1.382, -1.424, -0.446)  -0.6402
H (-1.474, -1.439, 0.699)  0.3552
H (-1.960, 0.055, -0.938)  0.2478
O (-0.733, -1.925, 0.302)  -0.5414
C (0.239, -1.040, -0.060)  0.6872
N (-1.563, 0.538, -0.141)  -0.6014
C (0.586, 1.458, 0.453)  -0.4673
H (-1.893, 1.492, -0.073)  0.2302
H (2.340, 0.517, -0.164)  0.2868
C (-0.202, 0.383, 0.060)  0.4390
C (1.874, 1.507, -0.053)  -0.5597
H (1.443, -2.439, -0.341)  0.2718



Below is a single C4H6N2O molecule, with properties calculated with the ωB97M-V functional and the def2-TZVPD basis.

Results
- Gap between HOMO and LUMO: 9.582 eV
- ΔE to the lowest compared entry with this formula, charge and spin: 533.61 kJ/mol
- Structure (SMILES): C1=NN2C[C@H]2CO1

Each line ends with the Mulliken charge.
Atoms and positions in Å:
H (1.518, -0.368, -1.225)  0.4111
H (-2.698, 0.538, 0.702)  0.3777
N (-1.253, 0.987, -0.481)  -0.3224
C (0.955, 1.039, 0.328)  -0.4634
H (2.010, 1.606, 0.287)  0.2167
H (0.145, -2.024, -0.858)  0.3329
C (-1.791, 0.151, 0.201)  0.0857
C (0.840, -0.178, -0.501)  0.0444
O (-1.257, -1.056, 0.380)  -0.3968
N (0.046, 1.059, -0.907)  -0.2956
H (0.737, 1.283, 1.270)  0.2932
C (0.138, -1.259, -0.074)  -0.4846
H (0.611, -1.778, 0.879)  0.2012



For each record above, in turn, the calculated largest force on an atom values are 2.32; 0.65; 0.97; 7.39; 0.69; 7.73 eV Å⁻¹.